a:
ORCA calculation (the ωB97M-V functional and the def2-TZVPD basis) on 2 unconnected molecules or ions with the total composition C2H7N2.

Cartesian coordinates (Å):
C -0.678 0.460 -0.072
C 1.641 0.157 -0.054
N -1.872 -0.122 -0.034
N 0.343 -0.104 0.342
H -0.550 1.445 -0.627
H 1.587 0.002 -1.090
H 2.368 -0.489 0.440
H 1.921 1.151 0.020
H -2.790 0.356 0.028
H -1.735 -1.022 0.443
H -0.234 -1.834 0.603

## Properties
Charge = +1



b:
ORCA calculation (the ωB97M-V functional and the def2-TZVPD basis) on a gas-phase ion, C2H7N2 (charge +1).

Cartesian coordinates (Å):
C 0.348 -0.208 0.455
C -0.232 -0.358 -0.749
N 0.325 -0.472 -1.986
N -0.227 0.786 1.422
H 0.971 -0.921 1.027
H -1.148 -1.003 -0.685
H -0.151 -0.971 -2.672
H 1.183 0.072 -1.995
H -0.547 1.630 0.994
H -1.029 0.354 2.062
H 0.507 1.091 2.125

## Properties
Structure (SMILES) = N/C=C/[NH3+]
Charge = +1



c:
ORCA calculation (the ωB97M-V functional and the def2-TZVPD basis) on a gas-phase ion, C2H7N2 (charge +1).

Cartesian coordinates (Å):
C -0.357 -0.692 -1.498
N -0.370 0.238 -0.360
C 0.442 0.087 0.652
N 0.467 0.834 1.730
H -0.349 -1.723 -1.152
H -1.264 -0.536 -2.068
H 0.508 -0.492 -2.120
H -1.230 0.729 -0.144
H 1.144 -0.738 0.648
H -0.192 1.580 1.901
H 1.200 0.712 2.411

## Properties
Structure (SMILES) = CNC=[NH2+]
Charge = +1



d:
ORCA calculation (the ωB97M-V functional and the def2-TZVPD basis) on a molecular structure, C2H7N2.

Cartesian coordinates (Å):
C -0.261 -2.214 -0.025
N -0.653 -0.938 0.274
H 0.684 -2.554 -0.506
H -1.040 -2.976 0.048
H -0.250 0.043 -0.369
H 0.029 -1.382 1.035
C 0.840 1.895 0.208
N -0.004 1.276 -0.652
H 1.029 1.629 1.269
H 1.284 2.867 -0.064
H -0.496 1.812 0.185

## Properties
Charge = +1



Of them, c has the highest stability.



a:
ORCA calculation (the ωB97M-V functional and the def2-TZVPD basis) on a single C5H7ClO molecule.

Cartesian coordinates (Å):
C 0.618 0.131 0.852
C -0.380 0.962 1.504
C -1.689 0.564 0.826
C -1.293 0.371 -0.526
C -0.058 0.008 -0.480
H 1.503 -1.683 1.441
H 1.603 0.467 0.630
H -0.417 2.035 1.404
H -0.361 0.855 2.688
H -2.634 1.125 1.032
H -1.936 -0.499 1.230
H -1.966 0.263 -1.391
O 0.618 -1.079 1.545
Cl 0.946 -0.362 -1.909

## Properties
Structure (SMILES) = O[C@@H]1CCC=C1Cl



b:
ORCA calculation (the ωB97M-V functional and the def2-TZVPD basis) on a single C5H7ClO molecule.

Cartesian coordinates (Å):
C 0.166 -1.132 0.147
C -0.747 -0.839 -0.726
C 0.827 -0.057 0.963
C -1.599 0.421 -0.803
C 1.903 0.805 0.273
O 2.014 2.012 0.067
Cl -2.738 0.358 0.541
H 0.555 -2.187 0.086
H -1.087 -1.538 -1.520
H -0.031 0.698 1.143
H 1.238 -0.492 1.866
H -2.173 0.577 -1.617
H 2.665 0.087 0.105
H -0.993 1.286 -0.527

## Properties
Structure (SMILES) = O=CC/C=C\CCl



Of them, a has the highest stability.



a:
ORCA calculation (the ωB97M-V functional and the def2-TZVPD basis) on a gas-phase ion, C3H8NO2 (charge -1).

Cartesian coordinates (Å):
N -1.027 1.204 -0.325
C -0.319 0.019 0.259
C 0.672 -0.541 -0.753
O 0.098 -0.802 -2.047
C 0.412 0.303 1.586
O 1.080 -0.764 2.042
H -2.013 1.017 -0.404
H -0.645 1.325 -1.256
H -1.061 -0.773 0.445
H 1.128 -1.440 -0.351
H 1.457 0.181 -0.880
H -0.403 -1.625 -1.974
H -0.394 0.678 2.279
H 1.014 1.218 1.379

## Properties
Structure (SMILES) = N[C@H](C[O-])CO
Charge = -1



b:
ORCA calculation (the ωB97M-V functional and the def2-TZVPD basis) on a gas-phase ion, C3H8NO2 (charge -1).

Cartesian coordinates (Å):
C 0.390 0.249 -0.213
C 0.321 1.743 -0.488
O 1.615 2.326 -0.664
N -0.915 -0.248 0.149
C -1.004 -1.782 0.105
O -0.557 -2.367 1.196
H 1.148 0.082 0.581
H 0.737 -0.261 -1.110
H -0.221 1.918 -1.408
H -0.202 2.226 0.341
H 2.088 2.181 0.169
H -1.034 -0.037 1.138
H -2.083 -1.969 -0.086
H -0.416 -2.023 -0.816

## Properties
Structure (SMILES) = [O-]CNCCO
Charge = -1



Of them, b has the highest stability.



a:
ORCA calculation (the ωB97M-V functional and the def2-TZVPD basis) on a single C21H22N2O4 molecule.

Cartesian coordinates (Å):
O -1.743 4.634 -0.463
O 2.557 3.793 -0.465
O -1.625 0.329 2.087
O 2.400 0.198 -0.203
C -0.849 3.858 -0.212
C 1.454 3.382 -0.176
C -1.148 2.553 0.341
C -0.085 1.722 0.701
C 0.499 -1.567 6.262
C -0.581 0.772 -4.145
C 0.327 -0.277 5.766
C -0.136 -2.654 5.641
C -0.458 -0.319 -3.263
C 0.427 1.728 -4.192
C -0.457 -0.030 4.648
C -0.986 -2.393 4.565
C 0.662 -0.306 -2.394
C 1.544 1.648 -3.364
C -1.084 -1.115 4.005
C 1.618 0.644 -2.429
N 0.438 4.196 -0.475
N 1.237 2.149 0.411
C -0.371 0.380 1.420
C -1.886 -0.891 2.769
C 2.396 1.317 0.656
C 3.699 -0.643 -1.988
C 2.832 0.519 -1.535
H -2.192 2.248 0.487
H 1.078 -1.728 7.187
H -1.428 0.875 -4.818
H 0.816 0.505 6.361
H 0.044 -3.655 6.000
H -1.216 -1.084 -3.139
H 0.250 2.578 -4.866
H -0.557 0.999 4.270
H -1.490 -3.230 4.134
H 0.761 -1.172 -1.748
H 2.347 2.411 -3.454
H 0.643 5.116 -0.839
H -0.385 -0.455 0.640
H 0.386 0.159 2.169
H -2.933 -0.939 3.077
H -1.709 -1.724 2.060
H 3.368 1.809 0.567
H 2.365 0.974 1.666
H 4.618 -0.749 -1.382
H 3.118 -1.586 -1.862
H 3.972 -0.514 -3.031
H 3.392 1.463 -1.519

## Properties
Structure (SMILES) = C[C@H](OCn1c(COCc2ccccc2)cc(=O)[nH]c1=O)c1ccccc1



b:
ORCA calculation (the ωB97M-V functional and the def2-TZVPD basis) on a single C21H22N2O4 molecule.

Cartesian coordinates (Å):
O 0.063 0.215 2.337
C 1.120 0.441 1.790
C 2.010 -0.656 1.337
C 1.406 -1.822 0.866
C 2.177 -2.863 0.388
C 3.558 -2.766 0.401
C 4.166 -1.626 0.901
C 3.399 -0.572 1.361
H 3.887 0.302 1.766
H 5.243 -1.557 0.930
H 4.162 -3.580 0.030
H 1.700 -3.754 0.008
H 0.329 -1.883 0.863
C 1.531 1.852 1.437
H 2.611 1.986 1.434
H 1.065 2.551 2.135
C 1.011 2.189 0.008
C 1.375 1.107 -0.970
C 2.594 0.718 -1.473
C 2.637 -0.384 -2.319
C 1.481 -1.077 -2.636
C 0.244 -0.685 -2.142
C 0.208 0.417 -1.313
N -0.898 1.021 -0.716
C -0.529 2.102 0.021
O -1.265 2.893 0.563
C -2.273 0.640 -0.945
N -2.490 -0.722 -0.517
C -2.600 -0.885 0.929
C -3.979 -0.477 1.457
O -5.014 -1.177 0.791
C -4.958 -0.964 -0.601
C -3.600 -1.398 -1.168
H -3.563 -1.212 -2.244
H -3.471 -2.470 -0.990
H -5.765 -1.559 -1.032
H -5.136 0.099 -0.828
H -4.073 -0.730 2.513
H -4.128 0.607 1.338
H -1.823 -0.302 1.423
H -2.436 -1.945 1.145
H -2.483 0.704 -2.020
H -2.875 1.394 -0.415
H -0.655 -1.228 -2.382
H 1.539 -1.939 -3.284
H 3.582 -0.706 -2.726
H 3.491 1.263 -1.223
O 1.442 3.465 -0.384
H 0.864 4.113 0.042

## Properties
Structure (SMILES) = O=C(C[C@]1(O)C(=O)N(CN2CCOCC2)c2ccccc21)c1ccccc1



Of them, b has the highest stability.



a:
ORCA calculation (the ωB97M-V functional and the def2-TZVPD basis) on 2 unconnected molecules or ions with the total composition CH3N3S2.

Cartesian coordinates (Å):
C 0.706 2.207 0.510
N 0.686 1.162 0.053
N -0.885 -0.629 0.759
N -0.604 -1.497 -0.161
S -3.246 -0.882 -0.775
S -2.423 -0.207 0.888
H 0.805 3.188 0.829
H -1.261 -1.956 -0.823
H 0.316 -1.251 -0.462



b:
ORCA calculation (the ωB97M-V functional and the def2-TZVPD basis) on 2 unconnected molecules or ions with the total composition CH3N3S2.

Cartesian coordinates (Å):
C -0.598 0.242 0.885
N 2.382 -1.220 0.373
N 1.526 0.903 -0.573
N 3.373 -0.728 0.210
S 4.638 0.117 0.025
S -0.033 1.183 -0.376
H -0.033 -0.473 1.666
H -1.660 0.541 0.921
H 1.898 1.404 -1.402



c:
ORCA calculation (the ωB97M-V functional and the def2-TZVPD basis) on a single CH3N3S2 molecule.

Cartesian coordinates (Å):
C -1.445 -1.316 -0.233
N -0.535 -0.596 -0.697
N -0.647 0.786 -0.676
N 0.406 1.178 0.234
S -2.974 -0.606 0.286
S -2.301 1.352 -0.213
H -1.396 -2.435 -0.128
H 1.034 1.589 -0.403
H 0.682 0.519 0.936

## Properties
Structure (SMILES) = NN1N=CSS1



Of them, a has the highest stability.



a:
ORCA calculation (the ωB97M-V functional and the def2-TZVPD basis) on a single CH3N3S2 molecule.

Cartesian coordinates (Å):
C 0.594 -0.486 0.997
N -0.595 -0.101 -0.995
N -1.350 -0.493 -1.974
N 0.171 -0.901 -0.291
S -0.272 -2.005 1.015
S -1.946 -1.845 -2.641
H 0.080 0.355 1.234
H 1.615 -0.544 1.191
H -1.537 0.259 -2.599



b:
ORCA calculation (the ωB97M-V functional and the def2-TZVPD basis) on a molecular structure, CH3N3S2.

Cartesian coordinates (Å):
C -1.552 -1.446 -0.345
N -0.496 -0.845 -0.634
N -0.294 0.387 -0.794
N 0.681 0.909 -0.001
S -2.883 -0.509 0.234
S -2.196 1.355 -0.114
H -1.838 -2.524 -0.150
H 0.621 1.850 -0.245
H 0.708 0.565 1.048



Of them, b has the highest stability.